[1]
Below is a structure of composition C26H37Br2N3ORhSSb, with properties calculated with the ωB97M-V functional and the def2-TZVPD basis.

Results
DFT total energy in eV: -194531.11301
Total charge: +2
Multiplicity: 5
HOMO-LUMO gap (spin up / spin down) in eV: 7.2792 / 5.7650

Structure (XYZ):
```
72
Properties=species:S:1:pos:R:3:mulliken_charge:R:1
Rh 0.56458 0.50687 0.42730 -0.285
C -0.55638 1.14018 3.62014 -1.062
C 0.84661 0.62753 3.65110 0.536
C 1.54935 0.49110 4.86136 -1.022
C 2.84593 0.05617 4.85565 -0.708
C 3.47808 -0.23685 3.63165 0.826
C 4.84998 -0.61624 3.49116 -0.003
Br 5.92029 -0.87371 5.00569 -0.074
C 5.42936 -0.78232 2.24034 -0.424
C 4.67211 -0.65389 1.09752 -0.407
Br 5.46124 -0.82234 -0.59558 -0.056
C 3.26409 -0.39746 1.14748 0.614
O 2.54559 -0.40040 0.12167 -0.258
C 2.70565 -0.11309 2.46807 -0.111
N 1.42323 0.30560 2.49911 0.374
H -0.64791 2.04847 4.21591 0.555
H -1.23957 0.40193 4.04473 0.325
H -0.84162 1.35456 2.59056 -0.073
H 1.05326 0.74980 5.78658 0.529
H 3.39412 -0.04649 5.78220 0.416
H 6.48266 -1.01444 2.16364 0.497
C -3.81581 1.97010 -0.37201 -1.773
C -3.76811 0.50962 0.05666 1.351
C -3.79796 0.36931 1.56845 -1.585
C -4.86645 -0.28510 -0.62412 -1.388
Sb -1.74067 -0.27377 -0.62077 2.236
C -1.54844 -2.42804 0.06325 1.475
C -2.84990 -3.17295 -0.17096 -1.600
C -0.41162 -3.05063 -0.73428 -1.780
C -1.18419 -2.34294 1.53892 -1.786
C -1.48756 -0.01679 -2.86301 1.342
C -1.40474 1.48523 -3.07430 -1.435
C -0.17961 -0.70303 -3.22546 -1.411
C -2.68106 -0.63316 -3.56964 -1.595
H -4.68256 2.44364 0.09922 0.505
H -3.94485 2.06046 -1.45087 0.405
H -2.92949 2.53168 -0.07041 0.350
H -4.71242 0.83683 1.94675 0.531
H -2.95184 0.87439 2.03603 0.252
H -3.81485 -0.67426 1.88481 0.272
H -5.82211 0.20578 -0.41212 0.510
H -4.93950 -1.30972 -0.26571 0.256
H -4.74839 -0.30205 -1.70715 0.215
H -3.15200 -3.13203 -1.21833 0.302
H -3.66073 -2.79157 0.44861 0.315
H -2.71105 -4.22848 0.08714 0.497
H -0.71071 -3.24326 -1.76373 0.315
H -0.15612 -4.01736 -0.28806 0.559
H 0.48965 -2.43132 -0.72619 0.226
H -1.99034 -1.92042 2.14007 0.246
H -0.27966 -1.74128 1.68474 0.313
H -0.98124 -3.34725 1.92391 0.527
H -0.57284 1.91842 -2.52423 0.090
H -2.32776 1.98954 -2.78670 0.250
H -1.23948 1.68660 -4.13826 0.507
H 0.63376 -0.39954 -2.56212 0.086
H 0.09912 -0.41314 -4.24421 0.550
H -0.26871 -1.78750 -3.21026 0.233
H -3.58276 -0.03799 -3.42405 0.334
H -2.87541 -1.65715 -3.24615 0.276
H -2.48527 -0.66611 -4.64657 0.485
S 1.43480 2.64750 -0.13714 -0.588
C 2.59622 2.39228 -1.37090 0.293
N 3.87793 2.79129 -1.13086 0.087
C 4.83933 2.73710 -2.07230 -0.179
C 4.52936 2.26445 -3.31367 -0.720
C 3.21171 1.82626 -3.50147 0.033
N 2.28580 1.89031 -2.56129 -0.167
H 4.08889 3.14741 -0.20741 0.274
H 5.82901 3.07208 -1.79526 0.418
H 5.26367 2.22112 -4.10258 0.449
H 2.89634 1.41048 -4.45230 0.455
```

***

[2]
Below is the molecule C5H7NO, with properties calculated with the ωB97M-V functional and the def2-TZVPD basis.

Results
DFT total energy in eV: -8834.13846
Energy relative to the best compared isomer or geometry (same formula, charge and spin) in kJ/mol: 199.2
Total charge: 0
Multiplicity: 1
HOMO-LUMO gap in eV: 10.6038

Structure (XYZ):
```
14
Properties=species:S:1:pos:R:3:mulliken_charge:R:1
C 0.01762 1.27360 -1.31810 -1.404
C 0.39158 0.19022 -0.23424 0.769
C -0.84404 -0.55535 0.32897 -0.881
C -0.48995 -0.72481 1.78586 0.097
O 0.58932 -0.34003 2.19204 -0.500
C 1.41343 -0.75346 -0.69227 -0.015
N 2.34381 -1.44375 -0.80153 -0.542
H 0.81545 1.40572 -2.05765 0.391
H -0.15565 2.24931 -0.85622 0.314
H -0.88450 1.05803 -1.93077 0.338
H 0.87489 0.30874 0.85873 0.325
H -1.75553 0.05466 0.25700 0.357
H -1.13529 -1.55453 -0.03149 0.341
H -1.18113 -1.16836 2.49968 0.408
```

***

[3]
Below is the ion C17H27N2O2 with charge +1, with properties calculated with the ωB97M-V functional and the def2-TZVPD basis.

Results
DFT total energy in eV: -25133.75112
Energy relative to the best compared isomer or geometry (same formula, charge and spin) in kJ/mol: 327.6
Total charge: +1
Multiplicity: 1
HOMO-LUMO gap in eV: 9.4802

Structure (XYZ):
```
48
Properties=species:S:1:pos:R:3:mulliken_charge:R:1
O -0.58260 -0.55879 -4.58184 -0.556
N -1.09409 -0.88610 -0.31590 -0.170
O 0.07173 0.55961 -2.72385 -0.200
C -0.72796 -0.30182 -3.42408 0.300
C -1.23029 -1.23834 0.95817 0.524
C -0.87998 -0.42210 3.34415 -1.100
C -0.81027 -0.20091 2.05525 0.067
C 1.38104 0.77733 -3.40475 -0.834
C -0.67704 0.53998 4.46634 -1.118
C 1.33812 2.78838 0.93651 -0.531
C 0.86148 1.29081 0.63776 -0.742
C -1.82583 -0.98156 -2.61981 -0.785
C -3.13077 -4.67239 0.60852 -1.690
C -1.82977 -2.52916 1.37361 -0.958
C -2.44607 -2.79616 -0.96588 -1.139
C -0.46277 1.92403 3.93150 -0.725
C 0.99238 3.07782 2.35381 -0.559
C -0.25809 1.10856 1.62312 0.356
C -1.40674 -1.82516 -1.37186 0.267
C -2.06569 -3.62848 0.27745 0.373
N 0.29377 1.77993 2.70785 -0.071
H -1.13816 -1.36966 3.79724 0.417
H 1.88265 -0.12399 -3.52482 0.396
H 2.04463 1.43696 -2.78730 0.224
H 1.29880 1.19193 -4.40854 0.342
H -1.46353 0.54432 5.19515 0.507
H 0.09558 0.02650 4.95376 0.468
H 0.85815 3.45903 0.22094 0.319
H 2.49248 2.80872 0.77374 0.337
H 0.46047 1.17291 -0.32061 0.303
H 1.67773 0.59005 0.84822 0.406
H -2.37491 -1.71713 -3.25532 0.357
H -2.58256 -0.14364 -2.45697 0.375
H -4.19911 -4.47436 0.73351 0.350
H -2.80929 -5.31229 1.50684 0.363
H -3.05306 -5.34107 -0.21203 0.479
H -2.77666 -2.44022 1.86688 0.422
H -1.26911 -3.09156 2.13648 0.525
H -3.39848 -2.28999 -0.79696 0.326
H -2.62907 -3.52170 -1.80707 0.415
H -1.32030 2.42293 3.66182 0.471
H 0.03213 2.54676 4.65204 0.435
H 0.38178 4.05571 2.55720 0.321
H 1.84254 3.17936 3.01583 0.371
H -1.25678 1.63193 1.34720 0.219
H -0.52752 -2.36316 -1.65095 0.275
H -1.17514 -4.15213 0.07152 0.416
H 1.06535 1.09585 2.96035 0.449
```

***

[4]
Below is the ion C11H17O with charge +1, with properties calculated with the ωB97M-V functional and the def2-TZVPD basis.

Results
DFT total energy in eV: -13720.70889
Energy relative to the best compared isomer or geometry (same formula, charge and spin) in kJ/mol: 0.0
Total charge: +1
Multiplicity: 1
HOMO-LUMO gap in eV: 10.6505

Structure (XYZ):
```
29
Properties=species:S:1:pos:R:3:mulliken_charge:R:1
C 3.89062 -0.06332 0.30507 -0.435
C 3.07238 1.07914 0.57224 -0.855
C 3.29881 -1.13877 -0.28285 -0.435
C 1.81004 1.16663 0.04022 0.031
C 1.93280 -1.14549 -0.58169 -0.352
C 1.20653 0.03989 -0.41197 -0.037
C -0.69123 -1.63336 0.95721 -1.565
C -1.31478 0.92199 1.23243 -1.159
C -2.40064 -0.52880 -0.46083 -1.487
C -0.51318 1.04666 -1.75801 -0.719
C -1.09932 -0.26983 0.25106 0.854
O -0.13138 0.04937 -0.88102 0.090
H 4.94602 -0.19975 0.61552 0.365
H 3.40538 1.92835 1.10784 0.455
H 4.01663 -1.98986 -0.49768 0.328
H 1.29083 2.07484 0.14519 0.505
H 1.45657 -2.01433 -0.89981 0.595
H -0.89280 -2.34599 0.19768 0.480
H 0.37261 -1.57441 1.16046 0.440
H -1.41687 -1.93506 1.67087 0.433
H -1.54786 1.80463 0.52966 0.259
H -0.39839 0.93425 1.83596 0.403
H -2.24303 0.72109 1.85464 0.441
H -2.57468 0.29539 -1.14210 0.471
H -2.11293 -1.39423 -1.13802 0.437
H -3.22657 -0.65335 0.17218 0.425
H 0.38834 1.51348 -2.29878 0.369
H -1.15304 0.68344 -2.56334 0.314
H -1.09215 1.89682 -1.16141 0.348
```

***

> Number 2 is which compound?

C5H7NO